Record 1
Below is C30H18BrIrN4O8 as an isolated structure, with properties calculated with ωB97M-V with the def2-TZVPD basis set.

Computed properties:
Total charge: +1
Energy above the lowest of the compared OMol25 structures with the same formula, charge and spin: 87.5 kJ/mol
Gap between HOMO and LUMO (spin up / spin down): 5.04 / 5.93 eV
Spin multiplicity: 6
LUMO level (spin up / spin down): -3.9 / -5.8 eV

Element x y z (Å)
Ir1 0.47156 1.36384 -0.58896
Br1 -2.88275 -4.15236 0.74611
O1 1.88941 0.18810 0.25275
O2 -0.56653 0.30562 2.59771
O3 -4.24913 5.97361 -2.14966
O4 1.91636 -5.95566 0.00042
O5 -0.71128 -0.41652 -0.86214
O6 -3.54722 5.39109 -4.24479
O7 1.38379 -0.28289 3.56452
O8 3.60238 -5.60681 1.28756
N1 2.68163 -5.24021 0.60030
N2 -0.80530 2.61137 -1.36584
N3 -0.37119 2.10369 1.10147
N4 0.89742 1.08860 -2.60114
C1 3.19415 -1.58669 0.90936
C2 2.03261 -1.08892 0.28367
C3 -1.32696 3.01350 0.88968
C4 -1.58613 3.32071 -0.53191
C5 0.55411 -2.98137 3.66312
C6 1.76418 0.23718 -3.13991
C7 -1.77296 3.59065 -3.29219
C8 -0.08220 1.66246 2.46428
C9 -0.83179 -4.66353 2.64914
C10 -0.14006 -2.00061 2.95655
C11 -2.57291 4.32211 -2.42828
C12 -2.01299 3.66480 1.92393
C13 -1.66392 3.40976 3.26287
C14 -1.18731 -2.33593 2.10565
C15 3.43531 -2.94462 1.02831
C16 -2.51031 4.21718 -1.05092
C17 1.06423 0.82058 -5.34849
C18 -0.21699 -1.59891 -0.81754
C19 -0.71341 2.48714 3.53444
C20 1.87949 0.07672 -4.51216
C21 1.01754 -1.99462 -0.26070
C22 0.08500 1.82089 -3.41582
C23 -1.51191 -3.67215 1.95379
C24 1.31069 -3.35554 -0.14772
C25 0.33846 -0.60744 3.07283
C26 -3.70187 5.40719 -3.04534
C27 -0.87083 2.71209 -2.71249
C28 0.15092 1.70722 -4.79285
C29 2.47265 -3.77418 0.48516
C30 0.19823 -4.31147 3.51162
H1 3.87914 -0.85766 1.31234
H2 2.59722 -0.62434 -4.90610
H3 -2.14164 3.96613 4.05537
H4 0.72622 -5.08110 4.05621
H5 1.37148 -2.69136 4.30809
H6 2.37402 -0.32313 -2.44409
H7 4.30661 -3.35036 1.51845
H8 -1.10406 -5.70048 2.51432
H9 -2.78304 4.38050 1.68800
H10 -0.39307 2.28078 4.54385
H11 -0.50408 2.28539 -5.42311
H12 -1.86016 3.70497 -4.35922
H13 0.61863 -4.09951 -0.51604
H14 1.01072 1.63409 2.58678
H15 -3.15600 4.80956 -0.42435
H16 -1.70429 -1.57461 1.54082
H17 -0.87071 -2.39705 -1.16707
H18 1.12884 0.71248 -6.42065

Atoms 1-3, force components in eV/Å:
0.64 0.25 -0.19
-0.02 0.00 -0.07
-0.56 1.28 0.06

For each atom in turn, the natural (NBO) charge in e is:
1. Ir 1.4386
2. Br 0.0829
3. O -0.6878
4. O -0.5160
5. O -0.4810
6. O -0.3702
7. O -0.6196
8. O -0.4079
9. O -0.5704
10. O -0.3623
11. N 0.5275
12. N -0.5759
13. N -0.4712
14. N -0.4910
15. C -0.2832
16. C 0.4355
17. C 0.2004
18. C 0.1859
19. C -0.1680
20. C 0.0824
21. C -0.2052
22. C 0.1568
23. C -0.2070
24. C -0.1141
25. C 0.0032
26. C -0.1595
27. C -0.2179
28. C -0.2384
29. C -0.1176
30. C -0.1955
31. C -0.1234
32. C 0.4279
33. C -0.1065
34. C -0.2455
35. C -0.3137
36. C 0.1856
37. C -0.0889
38. C -0.1045
39. C 0.7797
40. C 0.7762
41. C 0.1463
42. C -0.1999
43. C 0.0280
44. C -0.1991
45. H 0.2482
46. H 0.2464
47. H 0.2446
48. H 0.2379
49. H 0.2452
50. H 0.2221
51. H 0.2689
52. H 0.2447
53. H 0.2312
54. H 0.2349
55. H 0.2410
56. H 0.2605
57. H 0.2627
58. H 0.2512
59. H 0.2648
60. H 0.2457
61. H 0.1915
62. H 0.2426

=====

Record 2
Below is one molecule with the formula C15H15N5O2, with properties calculated with ωB97M-V with the def2-TZVPD basis set.

Computed properties:
Energy above the lowest of the compared OMol25 structures with the same formula, charge and spin: 0.0 kJ/mol
Gap between HOMO and LUMO: 7.86 eV
Spin multiplicity: 1
LUMO level: -0.4 eV

Element x y z (Å)
O1 -5.08871 -1.92850 -0.51719
O2 -2.32200 3.37458 0.02454
N1 1.78936 -1.41654 0.01010
N2 -1.39936 1.30576 0.02347
N3 -2.66886 -0.65533 0.03151
N4 1.21259 0.88107 0.02132
N5 -0.39863 -0.81178 0.03240
C1 -5.11606 -0.62516 -0.00266
C2 -2.50236 2.17495 0.01702
C3 4.06674 -2.10248 -0.01640
C4 0.92009 -0.43680 0.01994
C5 4.88729 0.57563 -0.02408
C6 5.39466 -1.77842 -0.03269
C7 3.51155 0.27831 -0.00700
C8 -1.52508 -0.03262 0.02634
C9 -4.61852 -2.90411 0.38359
C10 -3.75464 1.46926 -0.00339
C11 2.47132 1.24610 0.00773
C12 2.74347 2.71218 0.00776
C13 3.09474 -1.08235 -0.00374
C14 -3.79071 0.10698 0.00498
C15 5.80776 -0.43630 -0.03676
H1 -0.56131 -1.81023 0.01803
H2 3.30097 2.99036 -0.88514
H3 -5.51414 -0.62685 1.02674
H4 -5.24886 -2.94104 1.28221
H5 -3.58412 -2.71047 0.67618
H6 6.14162 -2.55840 -0.04291
H7 -4.68253 -3.85531 -0.14138
H8 -5.81520 -0.06950 -0.63484
H9 -0.44594 1.68238 0.02303
H10 3.33711 2.98498 0.87865
H11 3.72731 -3.12576 -0.01357
H12 6.86301 -0.20816 -0.05018
H13 1.80593 3.26091 0.02808
H14 -4.65644 2.05815 -0.02726
H15 5.20860 1.60599 -0.02751

Atoms 1-3, force components in eV/Å:
0.09 0.22 -0.19
0.07 0.31 -0.02
-0.54 -0.18 0.00

For each atom in turn, the natural (NBO) charge in e is:
1. O -0.5248
2. O -0.6174
3. N -0.4820
4. N -0.6101
5. N -0.5637
6. N -0.5411
7. N -0.5742
8. C -0.0968
9. C 0.6311
10. C -0.2040
11. C 0.5680
12. C -0.1827
13. C -0.1723
14. C -0.1197
15. C 0.6279
16. C -0.2553
17. C -0.4053
18. C 0.3438
19. C -0.6643
20. C 0.1811
21. C 0.2361
22. C -0.2245
23. H 0.4391
24. H 0.2352
25. H 0.1800
26. H 0.1571
27. H 0.1925
28. H 0.2198
29. H 0.1896
30. H 0.2051
31. H 0.4582
32. H 0.2347
33. H 0.2289
34. H 0.2195
35. H 0.2452
36. H 0.2277
37. H 0.2177